(1)
{"formula": "C7H9N2O5S", "method": "ωB97M-V/def2-TZVPD", "total_charge": -1, "e_above_lowest_kj_mol": 7.3, "e_homo_ev": -5.0, "spin_multiplicity": 1, "e_tot_ev": -31455.6993, "largest_force_ev_per_a": 5.90, "lumo_ev": 3.182, "elements": ["C", "C", "O", "O", "O", "O", "S", "H", "C", "N", "H", "C", "C", "C", "H", "H", "C", "H", "H", "H", "O", "H", "H", "N"], "coordinates": [[2.883, 0.793, -0.819], [-1.352, -1.013, 3.297], [-0.171, 0.085, 0.794], [-0.777, 2.646, -2.781], [-1.789, 0.937, -4.351], [-2.561, 1.139, -2.016], [-1.490, 1.353, -3.011], [-0.692, 2.383, -1.112], [-0.409, 0.033, -2.466], [-0.834, -0.958, -1.950], [3.277, 0.466, -1.777], [0.410, -0.790, 1.569], [-0.592, -1.614, 2.324], [1.668, 0.996, -0.464], [-0.617, -2.730, 2.304], [-1.952, -1.703, 3.908], [0.412, 1.074, -0.004], [-1.436, 1.662, 0.062], [0.596, 0.154, -2.666], [-1.406, -0.018, 3.741], [1.585, -0.955, 1.783], [-1.834, -0.974, -1.733], [3.712, 1.260, -0.293], [-0.487, 2.127, -0.165]], "atomic_forces_ev_per_a": [[1.9, 1.1, -0.8], [0.5, -2.2, -0.3], [-0.8, 0.7, -0.7], [-0.8, -1.3, -1.3], [-0.2, 0.7, -1.1], [-0.3, 0.8, -0.9], [-0.1, 0.0, 2.4], [0.8, 0.7, -1.0], [-0.2, 3.7, -2.1], [-1.4, -5.1, 2.6], [-0.7, -0.6, -0.2], [0.9, -1.4, 1.0], [-1.6, 1.2, 2.2], [-2.8, -0.5, 1.2], [0.2, 1.2, -0.5], [0.2, 0.2, -0.3], [2.2, 0.6, -0.4], [1.7, 1.2, -0.1], [2.3, 0.2, -0.7], [0.4, 0.2, -1.1], [0.0, 0.3, -0.5], [0.1, 0.5, -0.3], [-0.1, -0.1, 0.6], [-2.4, -2.0, 2.2]]}

=====

(2)
{"formula": "C10H26N2O11P2Y", "method": "ωB97M-V/def2-TZVPD", "total_charge": -3, "e_above_lowest_kj_mol": 323.4, "e_homo_ev": 4.1, "spin_multiplicity": 1, "e_tot_ev": -55913.7951, "largest_force_ev_per_a": 7.23, "lumo_ev": 6.004, "elements": ["H", "C", "H", "Y", "P", "H", "O", "C", "P", "H", "C", "N", "H", "H", "O", "H", "H", "C", "H", "C", "H", "H", "H", "N", "H", "O", "O", "C", "O", "H", "C", "C", "H", "O", "C", "H", "H", "H", "H", "O", "O", "O", "O", "H", "O", "H", "H", "H", "C", "H", "H", "H"], "coordinates": [[-1.343, 2.933, -0.378], [-1.388, -1.096, -3.696], [0.533, 2.019, -2.672], [-0.030, -0.912, -0.305], [-2.769, -2.066, 0.219], [0.414, -0.462, 4.832], [-2.839, -3.503, -0.462], [2.126, -0.948, -2.432], [1.407, -3.451, 0.016], [3.138, -0.761, -2.793], [-1.205, 1.040, 3.151], [0.540, 0.378, 1.627], [1.063, -1.429, -4.324], [-1.635, -0.196, -4.260], [-3.785, -1.649, 1.332], [0.964, 2.973, -1.251], [-2.088, 0.974, 2.514], [0.781, 1.960, -1.612], [-1.933, 3.378, 3.895], [0.992, -0.708, -3.510], [1.625, 0.320, 3.894], [-0.832, -0.962, 2.582], [0.256, 1.325, 1.833], [2.082, -0.127, -1.217], [2.705, 1.586, -2.237], [-0.256, -0.914, -2.816], [-1.371, -2.400, 0.863], [-0.203, -0.102, 2.814], [1.581, -2.132, 0.720], [-1.852, 2.245, -1.925], [-1.440, 2.006, -0.944], [0.882, -0.477, 3.848], [-0.523, 4.199, 3.054], [-0.245, 1.252, -0.973], [-1.272, 3.408, 3.029], [-1.312, -1.971, -4.341], [2.253, -1.982, -2.113], [-2.194, 1.493, -0.348], [-1.776, 3.314, 2.067], [0.707, -4.438, 0.923], [-0.455, 2.205, 3.117], [2.862, -3.722, -0.350], [-2.161, -0.992, -0.668], [1.487, 0.399, 1.978], [0.269, -2.980, -0.968], [-1.477, 0.843, 4.188], [-2.280, -1.269, -3.095], [1.395, -1.421, 3.665], [2.124, 1.312, -1.356], [0.986, 0.286, -3.957], [2.554, 1.626, -0.405], [2.936, -0.403, -0.753]], "atomic_forces_ev_per_a": [[0.7, 0.5, -0.1], [-0.2, 0.0, 1.1], [0.1, 0.0, -0.2], [-1.0, -6.2, 1.6], [2.1, -6.1, 3.3], [0.0, -0.4, 0.4], [-2.9, 2.6, -0.5], [0.5, 0.4, -1.2], [-1.9, -2.2, 1.7], [0.2, 0.4, -1.3], [1.0, -2.4, 1.6], [-0.3, 0.8, 1.1], [0.3, -0.2, 0.0], [0.5, 0.3, -0.4], [0.2, 0.4, -2.1], [-0.8, 0.4, 0.2], [0.0, 0.3, -0.4], [0.5, -0.2, -0.1], [-0.3, 0.5, -0.1], [-0.2, -0.9, 2.0], [0.2, 0.2, 0.0], [0.1, -0.6, -0.4], [0.8, 1.0, -1.6], [0.0, 0.3, -0.6], [0.8, 0.5, 0.0], [-0.2, 0.4, -1.8], [0.8, 1.9, 3.1], [0.1, -1.0, 0.1], [0.4, 5.6, 2.9], [0.2, -0.2, -0.3], [-0.9, 0.1, 1.0], [-1.2, 0.7, 0.7], [-0.5, 0.4, 0.0], [-0.5, 2.5, -0.2], [1.5, -2.0, 0.0], [0.6, 0.0, -0.1], [-1.0, -0.3, 0.2], [0.1, -0.8, -0.5], [-0.5, 0.6, 0.1], [1.2, -1.4, 0.1], [-0.5, 2.5, 0.1], [0.9, -1.2, -2.3], [-2.0, 4.3, -3.5], [0.5, -0.5, -0.8], [1.6, 0.0, -3.2], [-0.7, 0.1, 0.2], [0.4, -0.1, 0.6], [-0.4, 0.0, -0.4], [-0.1, -1.0, -0.5], [0.2, 0.4, 0.0], [0.0, 0.6, -0.2], [-0.4, -0.5, 0.8]]}

=====

(3)
{"formula": "C10H24ClIrO3P2", "method": "ωB97M-V/def2-TZVPD", "total_charge": 3, "e_above_lowest_kj_mol": 0.0, "e_homo_ev": [-18.0, -19.9], "spin_multiplicity": 6, "e_tot_ev": -50806.6583, "largest_force_ev_per_a": 8.47, "lumo_ev": [-10.911, -15.393], "elements": ["H", "C", "H", "H", "H", "C", "P", "H", "C", "P", "H", "H", "C", "H", "Cl", "H", "C", "C", "H", "H", "H", "H", "H", "C", "H", "H", "C", "H", "H", "H", "O", "H", "H", "O", "O", "C", "C", "H", "Ir", "H", "H"], "coordinates": [[-1.069, 0.025, 4.633], [1.045, 3.290, 1.159], [1.431, -0.191, -6.087], [1.049, 3.128, 2.248], [-1.530, -4.036, 1.390], [1.768, 0.157, 1.530], [-0.225, 2.248, 0.341], [-1.877, 3.955, 0.829], [-0.092, 0.000, 4.116], [-0.023, -2.271, 0.657], [0.996, -2.809, -1.469], [0.819, 4.352, 0.972], [-0.224, 2.768, -1.385], [-0.094, 0.541, -6.638], [-1.604, 0.313, -4.071], [-0.784, -2.670, -1.617], [0.351, -0.173, -5.932], [-1.533, -2.936, 1.451], [2.043, 3.064, 0.754], [1.305, -2.766, 2.675], [0.742, 2.534, -1.850], [-1.815, 2.730, 2.132], [-2.427, -2.569, 0.925], [0.110, 0.256, -4.503], [-0.058, -4.136, -0.899], [-1.577, -2.638, 2.511], [-1.792, 2.879, 1.042], [0.510, 0.916, 4.224], [-0.408, 3.852, -1.441], [2.301, -2.829, 1.180], [-0.433, -0.035, 2.756], [-2.648, 2.367, 0.576], [1.192, -4.172, 1.582], [0.975, 0.538, -3.698], [2.745, 0.232, 2.154], [0.036, -3.040, -0.985], [1.321, -3.077, 1.619], [-0.050, -1.179, -6.108], [0.034, 0.061, 0.922], [-0.994, 2.241, -1.962], [0.484, -0.917, 4.271]], "atomic_forces_ev_per_a": [[0.6, 0.0, 0.4], [0.1, -0.1, -0.2], [0.0, 0.0, -0.1], [0.0, 0.0, -0.3], [0.1, 0.3, 0.0], [7.6, 0.5, 3.6], [-0.5, 2.9, 0.2], [0.1, -0.3, 0.1], [-0.2, 0.1, -0.2], [-0.3, -2.6, 0.4], [-0.2, -0.1, 0.1], [0.0, -0.3, 0.0], [0.1, -0.2, -0.6], [-0.2, 0.1, 0.4], [1.5, 0.1, 0.1], [0.2, -0.1, 0.2], [1.4, -0.1, -0.2], [-0.2, 0.2, -0.2], [-0.3, 0.1, 0.2], [0.0, -0.1, -0.4], [-0.1, 0.2, 0.2], [0.0, 0.0, -0.4], [0.2, -0.1, 0.3], [-1.5, -0.1, -0.5], [0.0, 0.4, 0.1], [0.0, -0.1, -0.4], [-0.2, -0.2, -0.2], [-0.3, -0.2, 0.6], [0.1, -0.3, 0.0], [-0.3, -0.1, 0.2], [-0.3, 0.1, -0.3], [0.2, 0.1, 0.2], [-0.1, 0.4, 0.0], [-1.0, -0.2, -0.5], [-3.2, -0.2, -2.2], [0.1, 0.2, -0.4], [0.2, 0.2, -0.2], [-0.2, 0.2, 0.3], [-3.5, -1.1, -1.3], [0.0, 0.2, 0.3], [-0.1, 0.1, 0.6]]}